[1]
Entry from the OMol25 dataset: C25H20LiO2 as an isolated structure (ωB97M-V with the def2-TZVPD basis set).

Each line ends with the Mulliken charge.
CARTESIAN COORDINATES (ANGSTROEM)
C 3.524096 -1.574262 0.060124  -0.853
Li -0.920226 0.351441 2.110582  0.693
C 2.887610 -2.743158 -0.195991  -1.044
C 1.536969 -2.775943 0.484982  0.255
C 1.698871 -1.697499 1.511322  -0.223
C 2.808583 -0.898087 1.159997  0.336
C 2.993418 0.393004 1.727739  -0.410
C 2.093476 0.807840 2.707853  -0.782
C 1.077125 -0.102467 3.176790  -0.687
C 0.884417 -1.382358 2.609538  -0.770
H 4.315980 -1.098023 -0.538346  0.341
H 3.211753 -3.565043 -0.850381  0.342
H 1.035323 -3.707163 0.809997  0.921
H 3.869524 0.994910 1.435409  0.390
H 2.237033 1.812036 3.156258  0.326
H 0.421154 0.254396 3.981466  0.946
H 0.172820 -2.107731 3.025372  0.238
C -1.454939 6.139186 -2.274924  -0.875
O -0.252261 5.348417 -2.255597  -0.440
C -0.361105 4.033276 -1.928044  0.948
C 0.794513 3.222287 -2.110016  -0.776
C 0.736324 1.868979 -1.795031  -0.733
C -0.453345 1.254969 -1.301301  0.225
C -0.384582 -0.129847 -0.884012  0.284
O -1.147299 -0.398815 0.250441  -0.454
C -1.658667 -1.695092 0.363122  0.248
C -0.919139 -2.735896 -0.144200  -0.228
C -1.354724 -4.022389 0.180033  -0.322
C -2.573902 -4.210893 0.824999  -0.839
C -3.318482 -3.108221 1.260348  -0.391
C -2.819429 -1.822992 1.122417  -0.706
C 0.406355 -2.420424 -0.757457  0.568
C 0.427750 -1.095639 -1.370121  -1.504
C -1.609432 2.081483 -1.165868  -0.537
C -1.583925 3.438682 -1.472243  -0.292
H -1.124378 7.070178 -2.719953  0.249
H -2.240043 5.681842 -2.884648  0.340
H -1.809134 6.310025 -1.256697  0.341
H 1.724485 3.687646 -2.458302  0.358
H 1.624511 1.240125 -1.914274  0.215
H -0.718822 -4.878243 -0.033199  0.445
H -2.949150 -5.217786 0.994535  0.378
H -4.279110 -3.264563 1.732332  0.438
H -3.337020 -0.931111 1.493159  0.378
H 0.709631 -3.211445 -1.501281  0.759
H 1.131915 -0.875981 -2.181976  0.285
H -2.558216 1.623227 -0.841227  0.321
H -2.496307 4.057120 -1.343726  0.299

Cartesian forces (eV/Å) of the 2 atoms listed first:
C -0.537 1.176 0.622
Li 0.041 0.126 -0.394

Computed properties:
electronic energy = -30546.104 eV
F_max = 1.99 eV/A
LUMO energy = 2.532 eV
charge = -1
ΔE to the lowest compared entry with this formula, charge and spin = 238.1 kJ/mol
molecular weight = 359.4 g mol⁻¹
E_HOMO = 0.0 eV



[2]
Entry from the OMol25 dataset: C18H29N6O6Ti as an isolated structure (ωB97M-V with the def2-TZVPD basis set).

Each line ends with the Mulliken charge.
CARTESIAN COORDINATES (ANGSTROEM)
Ti -1.738617 0.343935 -0.894583  -0.934
N -3.942111 0.098974 -1.180152  -0.448
C -4.048106 0.777434 -2.483070  -0.571
C -3.335472 2.137049 -2.347237  0.676
O -3.960295 3.190294 -2.531986  -0.820
N -2.061083 1.959411 -2.016291  0.046
C -1.340598 3.062575 -1.415418  -0.709
C -0.954407 2.608268 0.013209  0.919
O 0.004911 3.126135 0.582352  -0.745
O -1.761800 1.751590 0.542672  -0.646
H -4.565186 0.522335 -0.502933  0.269
H -4.161649 -0.893464 -1.270558  0.230
H -3.513489 0.162808 -3.208696  0.267
H -5.082491 0.921198 -2.810196  0.383
H -0.449144 3.329876 -1.981928  0.282
H -1.975168 3.952714 -1.329638  0.472
N -1.798264 -0.958650 1.020597  0.034
C -1.895819 -2.396706 1.211385  -0.541
C -1.560188 -3.113196 -0.095756  -0.493
C -2.441550 -2.483418 -1.194867  0.492
O -3.582094 -2.948612 -1.351051  -0.814
O -1.936212 -1.512042 -1.831116  -0.685
H -0.844346 -0.676642 0.754373  0.228
H -2.042561 -0.428957 1.845820  0.195
H -2.926064 -2.639343 1.490469  0.396
H -1.242245 -2.770502 2.012863  0.224
H -1.782297 -4.176251 -0.001694  0.494
H -0.504501 -2.968126 -0.334300  0.135
C 2.207163 0.248649 1.132991  -0.223
C 3.441647 0.453301 2.050770  -0.859
N 3.086129 0.185607 3.454858  -0.221
C 2.662906 -1.210659 3.566301  -0.901
C 1.474935 -1.484818 2.606070  -0.828
N 1.088371 -0.253094 1.935866  0.706
C 0.730928 0.766221 2.919264  -0.349
C 1.961131 1.054820 3.822927  -0.822
H 2.406327 -0.463431 0.332544  0.283
H 1.880322 1.180434 0.677788  0.007
H 3.815448 1.478461 1.994232  0.341
H 4.258869 -0.223083 1.784964  0.296
H 2.386012 -1.393900 4.609893  0.351
H 3.523409 -1.842960 3.328892  0.340
H 0.608036 -1.869782 3.153431  0.249
H 1.744365 -2.213290 1.836532  0.472
H -0.113952 0.397343 3.513285  0.479
H 0.412842 1.649615 2.364381  0.019
H 1.740600 0.877070 4.881551  0.327
H 2.297137 2.088958 3.714556  0.324
O 0.142924 0.113285 -0.890157  0.930
N 0.846773 0.179550 -2.081429  0.234
C 1.161794 -1.043056 -2.723542  -0.364
C 2.244191 -1.149565 -3.544312  -0.671
C 3.117676 -0.053152 -3.779445  -0.470
C 2.796714 1.166829 -3.111088  -0.997
C 1.722634 1.269013 -2.284231  -0.542
H 0.472489 -1.850367 -2.528937  0.209
H 2.432979 -2.102591 -4.028575  0.336
H 3.979018 -0.135191 -4.430563  0.324
H 3.421871 2.042314 -3.256108  0.319
H 1.489156 2.158799 -1.714977  0.371

Cartesian forces (eV/Å) of the 2 atoms listed first:
Ti 0.882 -1.566 -0.168
N -0.528 0.006 -0.136

Computed properties:
electronic energy = -63478.226 eV
F_max = 2.19 eV/A
LUMO energy (alpha / beta) = 4.444 / 4.428 eV
charge = -2
spin multiplicity = 2
ΔE to the lowest compared entry with this formula, charge and spin = 266.0 kJ/mol
molecular weight = 473.3 g mol⁻¹
expectation value of S² = 0.75
E_HOMO (alpha / beta) = 2.5 / 2.5 eV



[3]
Entry from the OMol25 dataset: a 8-piece molecular cluster, C18H52O8 overall (ωB97M-V with the def2-TZVPD basis set).

Each line ends with the Mulliken charge.
CARTESIAN COORDINATES (ANGSTROEM)
C -0.860237 -4.617907 -2.476700  -0.920
C -0.312823 -5.031493 -3.792891  0.606
C -1.225242 -5.865231 -4.704703  -1.452
O 0.079944 -3.809413 -4.471667  -0.588
H -1.123322 -5.536972 -1.893914  0.427
H -1.791289 -4.055361 -2.664578  0.179
H -0.098728 -4.011277 -1.949777  0.094
H 0.575653 -5.649610 -3.659993  0.309
H -1.592780 -6.761438 -4.196605  0.366
H -0.636858 -6.218640 -5.540425  0.373
H -2.064382 -5.367457 -5.171182  0.302
H 0.841815 -4.030076 -5.005812  0.276
C -0.667368 3.383340 2.994242  -1.001
C 0.361131 3.284770 4.065954  0.823
C -0.170159 3.424515 5.477542  -1.575
O 1.147590 2.074164 3.962256  -0.541
H -1.142902 4.345366 3.142971  0.333
H -1.328728 2.522767 2.928619  0.300
H -0.234120 3.326345 1.987139  0.149
H 1.075298 4.070047 3.916464  0.211
H -0.908672 2.593589 5.740841  0.317
H -0.735669 4.357680 5.565839  0.377
H 0.670039 3.414545 6.199632  0.385
H 1.710185 2.205495 3.179136  0.075
C 3.948837 2.488223 1.985209  -1.049
C 3.596781 3.511410 0.891543  0.496
C 3.443879 2.803259 -0.480344  -1.121
O 2.345628 4.107285 1.242113  -0.410
H 3.733088 2.844190 2.997352  0.449
H 5.017929 2.158851 1.950411  0.385
H 3.318387 1.634886 1.987961  -0.030
H 4.300254 4.256836 0.787874  0.325
H 3.237187 3.573566 -1.233406  0.462
H 2.609230 2.080796 -0.432190  0.060
H 4.417712 2.335424 -0.739793  0.360
H 2.111219 4.648901 0.503049  0.261
C 1.594107 -1.646134 3.257205  -1.345
C 2.616452 -2.079629 2.185507  0.461
C 1.893115 -2.971956 1.205228  -1.141
O 3.000680 -0.849004 1.604176  -0.371
H 2.016723 -1.104521 4.073189  0.338
H 0.965929 -2.435713 3.746860  0.366
H 0.850252 -0.998582 2.817259  0.274
H 3.535392 -2.557856 2.561158  0.232
H 0.899530 -2.576672 0.920511  0.080
H 1.600821 -3.964799 1.693144  0.418
H 2.438413 -3.216843 0.312823  0.452
H 3.295071 -1.129623 0.718417  0.259
C -3.609365 2.438805 0.378112  -1.572
C -2.259942 2.714865 -0.288623  1.402
C -2.159704 2.025407 -1.680808  -1.276
O -2.088465 4.109544 -0.479589  -0.584
H -3.819244 3.010210 1.250652  0.422
H -3.884146 1.429960 0.650585  0.283
H -4.477167 2.670981 -0.303978  0.359
H -1.519056 2.308083 0.382306  -0.197
H -1.256348 2.370758 -2.225022  0.354
H -3.067821 2.280051 -2.264761  0.523
H -2.145148 0.945163 -1.545597  0.013
H -2.302404 4.438004 -1.374095  0.328
C 0.932769 -0.178010 -1.076735  -0.545
O -0.244169 -0.813706 -1.455269  -0.190
H 1.083827 -0.233535 0.003941  0.104
H 1.773532 -0.595102 -1.604961  0.444
H 0.860473 0.934123 -1.312506  0.129
H -0.257235 -0.791623 -2.428999  0.232
C -2.642378 -1.086044 -4.476966  -0.675
O -1.242740 -1.238534 -4.187323  -0.537
H -3.183476 -1.861079 -4.970580  0.312
H -3.218180 -0.978949 -3.530739  0.238
H -2.861196 -0.226181 -5.145157  0.292
H -1.007733 -2.150186 -4.292391  0.269
C -2.710333 -1.710627 0.980428  -0.195
O -2.969264 -2.090114 -0.341030  -0.573
H -2.394442 -0.664804 1.003619  -0.107
H -3.593982 -1.680697 1.639318  0.329
H -1.928270 -2.375426 1.419132  0.210
H -2.163388 -1.961379 -0.910613  0.172

Cartesian forces (eV/Å) of the 2 atoms listed first:
C -0.628 -0.500 0.693
C 0.063 -0.129 -1.226

Computed properties:
electronic energy = -35886.720 eV
F_max = 3.47 eV/A
LUMO energy = 0.411 eV
ΔE to the lowest compared entry with this formula, charge and spin = 313.6 kJ/mol
molecular weight = 396.6 g mol⁻¹
E_HOMO = -9.6 eV



[4]
Entry from the OMol25 dataset: C20H30IO15Ti as an isolated structure (ωB97M-V with the def2-TZVPD basis set).

Each line ends with the Mulliken charge.
CARTESIAN COORDINATES (ANGSTROEM)
Ti 0.360879 0.512931 0.963607  0.512
I 1.685059 2.076219 3.107259  -0.711
C -6.116002 0.819199 2.965505  -1.660
C -4.795504 0.179720 2.639646  0.832
C -4.711357 -0.446988 1.238683  -0.490
O -3.466343 0.019399 0.722719  -0.225
C -2.915217 0.901439 1.578444  0.654
O -1.848542 1.401845 1.454975  -0.333
O -3.759731 1.161990 2.605427  -0.371
H -6.902774 0.057338 2.982689  0.393
H -6.434856 1.547584 2.219468  0.388
H -6.077123 1.287100 3.947581  0.370
H -4.566713 -0.575663 3.395156  0.000
H -5.506981 -0.126791 0.564799  0.334
H -4.700101 -1.535169 1.284577  0.265
C 5.988608 -3.195424 -0.147935  -1.464
C 5.461593 -1.827801 -0.483011  0.435
C 4.871517 -1.694253 -1.893148  -0.623
O 3.736894 -0.855817 -1.696340  -0.099
C 3.379260 -0.896504 -0.382575  0.249
O 2.402462 -0.398400 0.060171  -0.026
O 4.312481 -1.548777 0.343244  -0.338
H 5.227967 -3.946433 -0.375491  0.351
H 6.215907 -3.290666 0.911217  0.347
H 6.871101 -3.423453 -0.748053  0.377
H 6.197648 -1.043957 -0.296922  0.298
H 4.578491 -2.659858 -2.307790  0.296
H 5.566616 -1.193593 -2.563693  0.358
C 0.236425 5.482976 -3.771378  -1.429
C 0.574061 5.295587 -2.312319  0.504
C -0.597906 5.534349 -1.332974  -0.561
O -0.666044 4.349284 -0.565871  -0.324
C 0.250067 3.452746 -0.994484  0.288
O 0.425831 2.384397 -0.517055  -0.181
O 0.932053 3.932176 -2.059490  -0.313
H -0.768137 5.119466 -4.000912  0.365
H 0.897198 4.879600 -4.399318  0.296
H 0.344409 6.522444 -4.074732  0.390
H 1.407780 5.939158 -2.027892  0.299
H -1.548695 5.716298 -1.836624  0.297
H -0.397918 6.400244 -0.700540  0.299
C 1.818087 0.891017 -4.043256  -0.971
C 0.514984 0.120319 -3.928834  0.401
C 0.659516 -1.409090 -3.804781  -0.414
O 0.209260 -1.702776 -2.485072  -0.291
C -0.259800 -0.589306 -1.902322  0.499
O -0.711630 -0.544102 -0.802047  -0.543
O -0.141226 0.480024 -2.707966  -0.138
H 2.384400 0.530249 -4.905509  0.428
H 2.413530 0.792061 -3.138229  0.192
H 1.572897 1.935229 -4.235063  0.106
H -0.138276 0.370047 -4.766320  0.263
H 1.698384 -1.723998 -3.910487  0.184
H 0.053999 -1.973236 -4.512874  0.322
C -0.824228 -4.207445 5.321592  -1.417
C -1.274461 -3.943340 3.889827  0.448
C -2.328530 -2.827955 3.748530  -0.655
O -1.757172 -1.913361 2.817994  -0.013
C -0.511553 -2.311503 2.484541  0.150
O 0.202455 -1.728787 1.735140  -0.257
O -0.165470 -3.424199 3.158108  -0.346
H -0.706934 -3.249187 5.829057  0.377
H 0.121022 -4.743082 5.302996  0.341
H -1.567257 -4.783665 5.873878  0.371
H -1.650412 -4.858115 3.426807  0.277
H -2.478993 -2.298578 4.690848  0.327
H -3.276938 -3.201187 3.366842  0.314

Cartesian forces (eV/Å) of the 2 atoms listed first:
Ti 0.072 0.161 -0.115
I -0.069 -0.130 -0.168

Computed properties:
electronic energy = -83155.628 eV
F_max = 0.72 eV/A
LUMO energy (alpha / beta) = 0.501 / 0.452 eV
spin multiplicity = 4
molecular weight = 685.2 g mol⁻¹
expectation value of S² = 3.75
E_HOMO (alpha / beta) = -2.5 / -5.8 eV